The following is a DFT calculation (ωB97M-V/def2-TZVPD) of a 2-piece molecular cluster, C5H8O overall.

XYZ file:
```
14
Properties=species:S:1:pos:R:3
O 1.465 -1.477 -0.288
C -0.427 0.908 -0.823
C -1.358 -0.216 -0.263
C -0.459 -0.350 0.971
C 0.826 -0.650 0.312
C 0.475 0.779 0.409
H 2.080 -1.049 1.570
H 0.100 0.681 -1.755
H -2.365 0.134 -0.044
H -0.927 1.871 -0.910
H -0.775 -0.543 1.995
H -1.407 -1.140 -0.849
H 0.983 1.584 0.936
H 1.806 -0.575 2.076
```

Computed properties:
LUMO level: 0.8 eV
Energy: -270.39549 a.u.
Maximum force: 1.15 eV/Å
SMILES: O=C1[C@H]2CC[C@@H]12.[H][H]
HOMO: -8.937 eV
Charge: 0

The following is a DFT calculation (ωB97M-V/def2-TZVPD) of one molecule with the formula C3H5NO2.

XYZ file:
```
11
Properties=species:S:1:pos:R:3
O 0.912 -1.227 -0.021
O -0.749 0.171 -0.828
N -0.596 2.191 0.342
C -0.063 1.191 -0.197
C 0.987 -0.623 1.144
C -0.425 -1.162 -0.531
H 1.023 1.161 -0.319
H -0.446 -1.741 -1.457
H -1.115 -1.566 0.218
H 2.082 -0.482 1.287
H -1.610 2.087 0.362
```

Computed properties:
LUMO level: 0.0 eV
Energy: -322.39308 a.u.
Maximum force: 0.49 eV/Å
HOMO: -9.143 eV
Charge: 0

The following is a DFT calculation (ωB97M-V/def2-TZVPD) of C56H69GaOP3Si as an isolated structure.

XYZ file:
```
131
Properties=species:S:1:pos:R:3
Ga 0.239 -0.508 -0.773
P 0.060 2.234 -1.306
P 0.184 -3.213 -1.092
P 0.146 -0.386 1.723
Si 2.497 0.173 -0.619
O -2.451 0.116 -1.168
C -4.394 -3.524 -1.533
C -0.249 -3.166 -3.924
C -3.937 -0.243 1.983
C 2.363 -2.348 -4.436
C 3.740 2.380 2.645
C 1.917 -2.394 2.361
C -1.749 -0.870 -1.156
C -3.992 2.748 -1.770
C -2.630 2.887 -1.091
C 3.855 1.563 -2.673
C 1.208 5.826 1.449
C -1.492 0.289 2.214
C 1.033 4.870 -0.870
C 0.781 6.103 0.008
C 0.357 -5.441 0.535
C 1.469 -2.514 -5.487
C -1.661 1.077 3.529
C 0.789 -6.703 0.917
C -3.147 1.142 3.938
C 1.521 0.762 2.090
C 2.241 -3.705 3.079
C 3.604 1.780 1.404
C -2.266 -4.630 -1.271
C -2.531 -0.846 2.149
C 1.944 -2.582 -3.135
C -4.064 1.108 2.717
C 2.858 3.013 -4.295
C -3.009 3.980 -3.755
C -3.763 -2.294 -1.446
C 0.634 3.559 -0.149
C -2.383 -2.225 -1.269
C -4.188 3.876 -2.785
C -3.643 -4.692 -1.437
C 2.049 -3.575 4.589
C -1.627 -3.397 -1.187
C 1.657 2.955 -3.597
C 3.970 2.337 -3.821
C 0.636 -2.992 -2.861
C 0.637 -3.091 4.916
C -0.326 3.828 1.017
C 2.771 2.169 3.619
C 2.091 -6.861 -1.099
C 0.774 -4.887 -0.679
C 2.507 0.963 1.101
C 2.648 1.466 -1.971
C 0.168 -2.926 -5.229
C 0.362 4.695 2.081
C 0.339 -1.755 4.228
C 1.647 -5.603 -1.493
C 3.955 -0.996 -0.697
C 1.673 1.368 3.343
C 0.504 -1.895 2.712
C -1.648 4.040 -3.042
C -1.498 2.796 -2.145
C 1.531 2.209 -2.424
C 1.663 -7.412 0.099
H 2.643 -1.633 2.664
H 1.788 -2.326 -6.505
H -2.586 3.882 -0.637
H -0.880 4.141 -3.799
H 0.509 -2.983 5.994
H 1.331 6.953 -0.398
H -4.132 -5.658 -1.510
H 2.268 5.545 1.447
H -1.606 4.941 -2.423
H -0.661 2.888 1.459
H 2.015 -2.520 1.279
H -4.791 2.771 -1.024
H 1.049 -1.008 4.600
H 3.381 -2.030 -4.632
H 4.819 -0.554 -0.186
H -0.090 -3.839 4.580
H -4.679 -0.948 2.364
H -0.665 -1.416 4.486
H -1.691 -5.547 -1.211
H -1.094 0.620 4.342
H -0.219 -2.638 2.354
H -5.100 1.273 3.016
H 1.587 -4.494 2.700
H 0.934 1.218 4.119
H -1.711 0.954 1.375
H 2.006 -8.395 0.398
H 2.868 2.629 4.595
H -1.269 -3.484 -3.743
H -3.391 0.292 4.584
H -1.268 2.086 3.398
H -0.279 6.379 -0.016
H -1.217 4.336 0.652
H -4.139 -0.104 0.919
H 4.240 -1.206 -1.734
H 0.448 -7.133 1.852
H 2.096 4.823 -1.119
H -4.324 -1.368 -1.509
H 2.640 -2.460 -2.317
H -4.291 4.825 -2.246
H 1.527 3.106 0.278
H -2.513 2.155 -0.291
H 4.915 2.395 -4.350
H 2.766 -7.417 -1.741
H -1.718 1.921 -2.765
H 4.366 1.954 0.644
H -5.113 3.729 -3.344
H 2.777 -2.860 4.990
H -3.321 2.040 4.534
H -3.124 4.864 -4.383
H 3.727 -1.946 -0.200
H -2.469 -1.438 3.066
H 0.821 3.514 -3.981
H 0.999 4.061 2.700
H -4.045 1.774 -2.265
H -3.009 3.113 -4.426
H 2.920 3.602 -5.203
H -5.467 -3.577 -1.674
H 2.242 -4.533 5.076
H 1.969 -5.191 -2.441
H 0.504 4.978 -1.819
H -0.401 5.116 2.743
H 4.598 3.009 2.856
H -3.801 1.932 2.043
H 1.131 6.734 2.049
H -0.331 -4.889 1.171
H 4.721 1.002 -2.330
H -2.327 -1.534 1.327
H -0.528 -3.063 -6.048
H 3.265 -4.006 2.847
```

Computed properties:
LUMO level: -2.4 eV
Energy: -5488.80577 a.u.
Maximum force: 0.82 eV/Å
HOMO: -10.119 eV
Charge: +1

The following is a DFT calculation (ωB97M-V/def2-TZVPD) of C9H20ClF3MgO7S as an isolated structure.

XYZ file:
```
42
Properties=species:S:1:pos:R:3
Cl 0.154 -0.577 1.319
S 0.649 -3.645 -0.861
Mg 1.187 -2.423 2.067
F 2.332 -5.741 -1.406
F 0.217 -6.143 -1.829
F 0.759 -6.091 0.157
O 1.384 -3.106 0.302
O 1.102 -3.046 -2.146
O 0.193 -1.096 -3.534
O -0.811 -3.528 -0.670
O -3.166 2.120 2.675
O 2.719 -0.834 -2.568
O 0.044 3.911 2.864
C -1.251 -1.324 -3.528
C 3.391 -0.761 -1.304
C 1.993 0.321 -2.803
C 1.038 -5.558 -0.994
C -0.855 2.871 2.844
C -4.517 2.357 2.374
C 0.490 0.016 -2.659
C -2.318 3.282 2.604
C 1.335 3.462 3.293
H -0.089 0.895 -2.943
H 1.366 3.389 4.380
H 2.717 -0.577 -0.467
H -4.526 3.078 1.557
H 1.526 2.450 2.934
H 2.016 4.163 2.812
H -4.972 1.451 1.973
H 0.184 -0.080 -1.618
H 3.829 -1.727 -1.052
H -1.481 -2.023 -2.724
H -0.520 2.264 2.003
H 2.194 1.183 -2.166
H -5.090 2.511 3.288
H 2.229 0.786 -3.760
H -2.437 3.834 1.671
H -1.941 -0.485 -3.438
H -0.907 2.162 3.671
H 4.074 0.079 -1.177
H -1.513 -1.805 -4.471
H -2.727 3.984 3.331
```

Computed properties:
LUMO level (alpha / beta): -5.7 / -8.0 eV
Spin multiplicity: 2
Energy: -2239.25806 a.u.
Maximum force: 4.71 eV/Å
HOMO (alpha / beta): -11.507 / -11.507 eV
Expectation value of S²: 0.75
Charge: +1

The following is a DFT calculation (ωB97M-V/def2-TZVPD) of one molecule with the formula C6H11N.

XYZ file:
```
18
Properties=species:S:1:pos:R:3
N -2.465 0.848 1.191
C -0.663 1.777 -1.632
C 0.571 -2.263 1.040
C 0.861 -0.750 0.969
C 0.481 -0.097 -0.376
C -0.293 1.228 -0.249
C -1.510 1.027 0.562
H 0.318 -0.246 1.775
H 0.252 1.936 -2.211
H -0.115 -2.575 0.242
H -0.148 -0.783 -0.960
H 1.483 -2.859 0.939
H 0.325 1.968 0.280
H 0.102 -2.527 1.990
H 1.924 -0.572 1.167
H 1.367 0.102 -0.993
H -1.290 1.060 -2.173
H -1.200 2.726 -1.560
```

Computed properties:
LUMO level: 1.0 eV
Energy: -289.96162 a.u.
Maximum force: 1.14 eV/Å
SMILES: CCC[C@@H](C)C#N
HOMO: -11.391 eV
Charge: 0

The following is a DFT calculation (ωB97M-V/def2-TZVPD) of one molecule with the formula C4H6N2O.

XYZ file:
```
13
Properties=species:S:1:pos:R:3
O 1.549 -0.604 2.281
N -0.299 -1.314 0.648
N 1.217 0.376 -0.074
C 0.086 0.075 -0.883
C 0.605 1.482 -0.932
C 0.852 -0.339 1.350
C -1.113 -0.344 -0.096
H -0.872 -2.005 1.137
H 1.090 1.895 -1.835
H 0.233 -1.161 -0.989
H 0.160 2.265 -0.313
H -1.628 0.366 0.559
H -1.829 -0.763 -0.821
```

Computed properties:
LUMO level: 0.6 eV
Energy: -340.57054 a.u.
Maximum force: 3.57 eV/Å
SMILES: O=C1NC[C@H]2CN12
HOMO: -9.264 eV
Charge: 0

The following is a DFT calculation (ωB97M-V/def2-TZVPD) of C19H29AuN6S2 as an isolated structure.

XYZ file:
```
57
Properties=species:S:1:pos:R:3
Au -2.548 -9.190 12.279
S -3.785 -9.653 18.615
S -1.953 -9.791 9.996
N -3.057 -11.201 12.877
N -2.774 -8.411 16.509
N -1.792 -10.329 16.771
N -1.079 -12.381 16.057
N -4.443 -11.669 12.690
N -1.908 -7.237 11.970
C -0.661 -5.653 11.036
C -5.557 -10.838 13.333
C -5.266 -10.782 14.801
C -0.354 -14.190 17.406
C 0.487 -7.591 12.391
C -1.147 -9.665 15.684
C -1.791 -8.522 15.530
C -1.183 -12.148 18.415
C -2.778 -6.289 11.460
C -0.595 -13.667 16.161
C -4.256 -6.507 11.565
C -2.731 -9.496 17.345
C -2.056 -5.230 10.867
C -0.593 -6.789 11.749
C -0.677 -13.425 18.539
C -5.681 -9.490 12.614
C -6.806 -11.735 13.030
C -1.363 -11.688 17.116
C -3.696 -7.308 16.661
H -6.567 -12.788 13.240
H -1.614 -7.663 14.871
H 0.235 -5.139 10.697
H 1.463 -7.224 12.150
H -5.388 -11.725 15.346
H -3.652 -6.676 15.793
H -7.691 -11.343 13.621
H -0.363 -13.846 19.473
H -7.166 -11.657 11.998
H -4.545 -7.289 10.810
H 0.499 -8.628 12.134
H -4.953 -8.719 12.940
H -1.397 -11.555 19.292
H -0.395 -14.252 15.318
H -6.690 -9.126 12.796
H -2.416 -11.662 12.240
H -4.579 -11.595 11.682
H -2.744 -11.422 13.810
H -6.123 -10.245 15.224
H 0.488 -7.510 13.504
H -4.557 -6.852 12.531
H -4.647 -7.713 16.744
H 0.071 -15.187 17.607
H -3.516 -6.718 17.551
H -0.280 -10.077 15.248
H -4.297 -10.252 14.950
H -5.446 -9.670 11.520
H -4.781 -5.555 11.352
H -2.557 -4.366 10.420
```

Computed properties:
LUMO level (alpha / beta): 0.3 / -1.7 eV
Spin multiplicity: 3
Energy: -2001.86462 a.u.
Maximum force: 3.06 eV/Å
HOMO (alpha / beta): -7.169 / -7.155 eV
Expectation value of S²: 2.01
Charge: 0

The following is a DFT calculation (ωB97M-V/def2-TZVPD) of one molecule with the formula C20H21NO5.

XYZ file:
```
47
Properties=species:S:1:pos:R:3
O 3.729 5.036 -1.130
O -2.435 -0.581 -2.416
O 0.255 2.249 2.059
O -0.996 1.612 0.304
O 2.692 4.015 1.250
N -2.011 -5.568 1.612
C 0.947 2.846 -0.076
C -2.581 -2.961 -1.193
C 5.003 4.413 -1.126
C 2.067 3.674 0.043
C 2.051 5.202 1.794
C -1.039 -3.336 1.117
C 2.627 4.236 -1.209
C -3.021 -6.557 1.193
C 0.021 2.249 0.891
C 0.351 2.643 -1.305
C -1.637 -1.946 -0.841
C -1.566 -5.448 2.996
C -0.507 0.302 -1.564
C 0.912 3.189 -2.511
C -1.898 -4.370 0.725
C -0.956 -2.097 0.400
C 2.045 3.961 -2.481
C -2.818 -4.086 -0.380
C -1.655 -0.648 -1.521
C -0.832 1.679 -1.148
H 1.645 4.898 2.768
H 2.866 5.783 2.075
H 1.253 5.686 1.262
H 2.597 4.373 -3.303
H -2.673 -7.180 0.460
H 5.336 3.806 -1.898
H -1.619 2.216 -1.614
H 0.329 -0.101 -1.032
H -0.428 -3.392 2.056
H 5.202 3.900 -0.183
H -3.239 -2.820 -2.047
H -0.615 -5.052 2.957
H -3.842 -6.002 0.803
H -1.582 -6.462 3.483
H -2.190 -4.811 3.596
H -0.216 0.310 -2.673
H -3.627 -4.709 -0.526
H -3.488 -7.119 1.976
H 0.385 2.943 -3.394
H -0.584 -1.222 0.861
H 5.740 5.248 -1.108
```

Computed properties:
LUMO level: 0.3 eV
Energy: -1205.54632 a.u.
Maximum force: 4.08 eV/Å
SMILES: COc1ccc2c(c1OC)C(=O)O[C@@H]2CC(=O)c1ccc(N(C)C)cc1
HOMO: -7.950 eV
Charge: 0